# 1
{
  "formula": "C19H20N2",
  "method": "ωB97M-V/def2-TZVPD",
  "species": ["C", "C", "C", "C", "C", "C", "C", "C", "C", "N", "H", "H", "H", "H", "H", "H", "H", "H", "H", "C", "C", "C", "C", "C", "C", "C", "C", "C", "C", "N", "H", "H", "H", "H", "H", "H", "H", "H", "H", "H", "H"],
  "coordinates": [[-1.168, 2.406, -3.214], [0.589, 1.027, -1.922], [-0.539, 1.115, -2.812], [1.185, -0.228, -2.114], [-0.591, -0.083, -3.453], [1.214, 1.917, -1.040], [2.430, 1.585, -0.481], [3.100, 0.433, -0.929], [2.476, -0.543, -1.671], [0.410, -0.913, -3.022], [0.759, 2.839, -0.703], [2.908, 2.261, 0.214], [4.107, 0.254, -0.576], [-1.716, 2.787, -2.339], [-1.985, 2.351, -3.931], [-1.392, -0.481, -4.059], [0.576, -1.865, -3.281], [2.941, -1.494, -1.846], [-0.413, 3.151, -3.453], [0.600, -2.829, 1.603], [0.779, -2.529, 0.096], [0.276, -1.512, 2.258], [1.089, -0.612, 2.845], [-1.000, -0.834, 2.034], [-0.806, 0.494, 2.439], [-2.255, -1.223, 1.539], [-1.767, 1.499, 2.281], [-3.247, -0.260, 1.555], [-2.989, 1.098, 1.769], [0.389, 0.573, 3.145], [-0.267, -3.469, 1.809], [1.402, -3.392, 2.082], [1.248, -1.556, 0.090], [2.146, -0.616, 3.056], [0.537, 1.000, 4.043], [-2.495, -2.275, 1.466], [-1.412, 2.510, 2.401], [-4.281, -0.562, 1.436], [-3.770, 1.826, 1.590], [-0.205, -2.441, -0.362], [1.398, -3.224, -0.473]],
  "e_tot_ev": -23007.0305,
  "smiles": "CCc1c[nH]c2ccccc12.Cc1c[nH]c2ccccc12",
  "relative_energy_ev": 1.127,
  "e_homo_ev": -7.66
}



# 2
{
  "formula": "C19H20N2O3S",
  "method": "ωB97M-V/def2-TZVPD",
  "species": ["C", "H", "O", "C", "C", "C", "C", "C", "C", "H", "H", "O", "C", "C", "O", "N", "C", "N", "C", "C", "C", "C", "C", "C", "C", "C", "C", "H", "H", "H", "H", "H", "H", "H", "H", "H", "H", "S", "H", "H", "H", "H", "H", "H", "H"],
  "coordinates": [[-6.061, -1.908, 1.092], [-5.249, -2.628, 0.948], [-6.032, -0.897, 0.114], [-4.921, -0.114, 0.023], [-3.814, -0.199, 0.854], [-2.730, 0.649, 0.673], [-2.744, 1.592, -0.341], [-3.857, 1.681, -1.177], [-4.930, 0.841, -0.997], [-5.793, 0.900, -1.639], [-3.853, 2.418, -1.964], [-1.708, 2.461, -0.627], [-0.624, 2.507, 0.261], [0.259, 1.257, 0.249], [0.968, 0.952, 1.178], [0.160, 0.559, -0.921], [0.654, -0.730, -1.132], [1.901, -1.013, -0.726], [2.874, -0.032, -0.473], [2.970, 1.117, -1.251], [3.933, 2.065, -0.959], [4.813, 1.867, 0.091], [4.745, 0.702, 0.836], [3.782, -0.252, 0.564], [3.687, -1.569, 1.266], [3.555, -2.628, 0.169], [2.249, -2.422, -0.588], [1.422, -2.908, -0.058], [2.302, -2.872, -1.586], [4.405, -2.535, -0.510], [3.564, -3.634, 0.588], [2.802, -1.587, 1.907], [4.567, -1.748, 1.883], [5.444, 0.533, 1.643], [5.559, 2.612, 0.319], [3.999, 2.959, -1.562], [2.298, 1.265, -2.084], [-0.356, -1.839, -1.816], [-0.619, 0.810, -1.522], [-0.007, 3.349, -0.071], [-0.941, 2.700, 1.294], [-1.883, 0.547, 1.334], [-3.766, -0.925, 1.650], [-7.017, -2.414, 0.964], [-6.005, -1.492, 2.103]],
  "e_tot_ev": -39985.7744,
  "smiles": "COc1ccc(OCC(=O)NC(=S)N2CCCc3ccccc32)cc1",
  "relative_energy_ev": 1.276,
  "e_homo_ev": -8.15
}



# 3
{
  "formula": "C19H20N2O5",
  "method": "ωB97M-V/def2-TZVPD",
  "species": ["C", "H", "O", "C", "C", "C", "C", "C", "C", "H", "O", "C", "H", "H", "H", "N", "C", "O", "C", "N", "C", "O", "C", "C", "H", "H", "H", "O", "C", "C", "C", "C", "C", "C", "H", "H", "H", "H", "H", "H", "H", "H", "H", "H", "H", "H"],
  "coordinates": [[6.237, 0.129, 1.324], [7.184, -0.242, 1.714], [5.518, -1.012, 0.928], [4.278, -0.853, 0.384], [3.622, -2.021, 0.007], [2.365, -1.966, -0.560], [1.737, -0.745, -0.758], [2.390, 0.436, -0.366], [3.655, 0.378, 0.197], [4.149, 1.288, 0.493], [1.687, 1.593, -0.574], [2.316, 2.827, -0.335], [1.601, 3.583, -0.655], [2.541, 2.966, 0.728], [3.235, 2.929, -0.920], [0.471, -0.601, -1.341], [-0.437, -1.555, -1.627], [-0.299, -2.751, -1.476], [-1.743, -0.943, -2.162], [-2.369, -0.101, -1.159], [-2.105, 1.226, -1.177], [-1.359, 1.735, -1.996], [-2.732, 2.030, -0.049], [-1.744, 2.030, 1.125], [-1.615, 1.017, 1.505], [-0.782, 2.408, 0.790], [-2.123, 2.659, 1.927], [-4.007, 1.554, 0.335], [-4.070, 0.201, 0.518], [-5.003, -0.316, 1.403], [-5.079, -1.682, 1.608], [-4.207, -2.530, 0.949], [-3.282, -2.026, 0.050], [-3.226, -0.660, -0.194], [-2.603, -2.697, -0.449], [-4.244, -3.594, 1.127], [-5.809, -2.079, 2.296], [-5.657, 0.370, 1.918], [-2.894, 3.054, -0.401], [-2.428, -1.739, -2.457], [-1.519, -0.308, -3.024], [0.228, 0.365, -1.540], [1.858, -2.869, -0.854], [4.117, -2.965, 0.162], [5.716, 0.682, 2.112], [6.434, 0.796, 0.478]],
  "e_tot_ev": -33245.7431,
  "smiles": "COc1ccc(NC(=O)CN2C(=O)[C@H](C)Oc3ccccc32)c(OC)c1",
  "relative_energy_ev": 1.535,
  "e_homo_ev": -7.75
}



# 4
{
  "formula": "C19H20N2O8S",
  "method": "ωB97M-V/def2-TZVPD",
  "species": ["C", "C", "H", "H", "O", "C", "O", "C", "C", "N", "C", "O", "C", "H", "H", "O", "C", "O", "C", "N", "C", "O", "C", "C", "C", "C", "O", "H", "H", "H", "H", "H", "H", "H", "S", "C", "C", "C", "H", "H", "H", "C", "O", "C", "H", "H", "H", "H", "H", "H"],
  "coordinates": [[-3.403, -4.115, -1.833], [-4.344, -3.524, -0.794], [-5.387, -3.641, -1.095], [-4.180, -3.998, 0.180], [-4.157, -2.114, -0.664], [-3.172, -1.701, 0.127], [-2.458, -2.471, 0.756], [-3.019, -0.248, 0.191], [-2.013, 0.300, 0.978], [-1.128, -0.422, 1.729], [-0.152, 0.185, 2.449], [-0.035, 1.390, 2.492], [0.760, -0.769, 3.219], [0.742, -1.766, 2.767], [0.450, -0.818, 4.265], [2.085, -0.259, 3.237], [2.597, 0.007, 2.030], [2.020, -0.216, 0.999], [3.971, 0.633, 2.137], [4.570, 0.793, 0.842], [5.710, 0.128, 0.513], [6.375, -0.489, 1.322], [6.093, 0.259, -0.899], [7.191, -0.235, -1.556], [7.063, 0.175, -2.900], [5.900, 0.883, -2.965], [5.306, 0.941, -1.766], [5.408, 1.377, -3.779], [7.738, -0.029, -3.705], [7.978, -0.812, -1.117], [3.980, 1.145, 0.102], [3.864, 1.598, 2.649], [4.631, -0.006, 2.732], [-1.253, -1.437, 1.635], [-1.968, 2.004, 0.930], [-3.335, 2.025, -0.171], [-3.782, 0.756, -0.473], [-4.921, 0.458, -1.381], [-5.349, 1.380, -1.761], [-5.683, -0.106, -0.847], [-4.581, -0.157, -2.212], [-3.850, 3.308, -0.644], [-4.791, 3.411, -1.405], [-3.123, 4.520, -0.113], [-2.073, 4.479, -0.397], [-3.178, 4.542, 0.973], [-3.576, 5.420, -0.520], [-2.371, -3.995, -1.513], [-3.537, -3.615, -2.790], [-3.613, -5.174, -1.953]],
  "e_tot_ev": -50224.2087,
  "smiles": "CCOC(=O)c1c(NC(=O)COC(=O)CNC(=O)c2ccco2)sc(C(C)=O)c1C",
  "relative_energy_ev": 0.177,
  "e_homo_ev": -8.57
}



# 5
{
  "formula": "C19H20N2OS2",
  "method": "ωB97M-V/def2-TZVPD",
  "species": ["C", "C", "N", "C", "S", "S", "C", "C", "O", "H", "H", "H", "H", "H", "H", "H", "H", "C", "C", "N", "C", "C", "C", "C", "C", "C", "C", "C", "C", "C", "C", "C", "H", "H", "H", "H", "H", "H", "H", "H", "H", "H", "H", "H"],
  "coordinates": [[1.913, -2.971, 1.417], [1.691, -1.472, 1.552], [0.489, -1.251, 2.390], [-0.039, 0.046, 2.367], [0.006, 0.766, 0.782], [-0.709, 0.915, 3.621], [0.646, -1.876, 3.712], [0.872, -3.376, 3.542], [1.966, -3.651, 2.666], [1.105, -3.375, 0.780], [2.903, -3.173, 0.978], [2.579, -1.012, 2.053], [1.529, -1.011, 0.563], [1.544, -1.448, 4.206], [-0.261, -1.649, 4.284], [1.197, -3.833, 4.491], [-0.061, -3.852, 3.181], [-2.031, 3.035, 0.780], [-0.775, 2.513, 0.169], [-0.888, 2.285, -1.276], [0.356, 2.070, -1.961], [1.568, 2.717, -1.743], [2.737, 2.068, -2.182], [2.678, 0.804, -2.816], [1.442, 0.227, -3.138], [0.285, 0.876, -2.709], [-1.051, 0.356, -2.570], [-1.756, 1.213, -1.693], [-3.013, 0.846, -1.230], [-3.535, -0.389, -1.653], [-2.814, -1.248, -2.496], [-1.558, -0.870, -2.970], [-1.811, 3.934, 1.369], [-2.745, 3.343, 0.009], [-2.476, 2.299, 1.455], [0.065, 3.187, 0.388], [1.574, 3.682, -1.231], [3.715, 2.525, -2.001], [3.610, 0.291, -3.078], [1.338, -0.721, -3.672], [-3.542, 1.533, -0.574], [-4.521, -0.694, -1.302], [-3.257, -2.194, -2.800], [-0.962, -1.464, -3.660]],
  "e_tot_ev": -46724.5436,
  "smiles": "C[C@@H](SC(=S)N1CCOCC1)n1c2ccccc2c2ccccc21",
  "relative_energy_ev": 1.459,
  "e_homo_ev": -8.06
}



# 6
{
  "formula": "C19H20N4",
  "method": "ωB97M-V/def2-TZVPD",
  "species": ["C", "C", "C", "C", "C", "C", "H", "H", "C", "N", "C", "H", "C", "N", "C", "N", "C", "C", "C", "C", "C", "C", "N", "C", "H", "H", "H", "H", "H", "C", "H", "C", "H", "H", "H", "H", "H", "H", "H", "H", "H", "H", "H"],
  "coordinates": [[-5.974, -1.831, 0.263], [-5.574, -1.172, -0.889], [-4.606, -0.188, -0.825], [-4.019, 0.145, 0.390], [-4.421, -0.522, 1.538], [-5.396, -1.503, 1.476], [-5.702, -2.014, 2.377], [-3.971, -0.272, 2.489], [-2.969, 1.223, 0.437], [-1.967, 1.000, -0.589], [-1.087, 2.126, -0.840], [-0.859, 2.150, -1.912], [0.232, 2.063, -0.065], [0.938, 0.857, -0.440], [2.232, 0.629, -0.121], [2.767, -0.520, -0.506], [4.062, -0.745, -0.210], [4.671, -1.952, -0.603], [5.989, -2.177, -0.310], [6.749, -1.221, 0.381], [6.184, -0.039, 0.779], [4.833, 0.219, 0.492], [4.264, 1.382, 0.894], [3.017, 1.583, 0.604], [2.593, 2.513, 0.955], [6.746, 0.712, 1.312], [7.787, -1.426, 0.597], [6.458, -3.102, -0.613], [4.075, -2.677, -1.135], [0.136, -0.195, -1.029], [0.671, -1.135, -0.882], [-1.227, -0.234, -0.352], [-1.814, -1.071, -0.740], [-1.076, -0.404, 0.729], [0.017, -0.032, -2.106], [0.030, 2.078, 1.016], [0.834, 2.943, -0.314], [-1.607, 3.054, -0.593], [-2.531, 1.267, 1.451], [-3.448, 2.187, 0.233], [-4.285, 0.328, -1.716], [-6.023, -1.426, -1.839], [-6.732, -2.598, 0.213]],
  "e_tot_ev": -25988.0696,
  "smiles": "c1ccc(CN2CCN(c3cnc4ccccc4n3)CC2)cc1",
  "relative_energy_ev": 1.245,
  "e_homo_ev": -7.86
}



# 7
{
  "formula": "C19H20N4O2",
  "method": "ωB97M-V/def2-TZVPD",
  "species": ["C", "H", "H", "H", "C", "N", "C", "C", "N", "N", "C", "O", "C", "N", "C", "C", "C", "C", "C", "C", "H", "H", "H", "C", "H", "H", "H", "H", "H", "H", "H", "C", "C", "C", "C", "C", "C", "H", "H", "H", "H", "O", "H", "H", "H"],
  "coordinates": [[-3.271, -2.160, 2.049], [-2.821, -1.923, 3.010], [-3.671, -3.169, 2.092], [-4.089, -1.465, 1.869], [-2.224, -2.063, 0.943], [-1.669, -0.736, 0.846], [-0.452, -0.390, 1.363], [-0.236, 1.046, 1.026], [0.843, 1.729, 1.181], [1.894, 1.171, 1.796], [3.179, 1.450, 1.411], [4.129, 1.054, 2.042], [3.311, 2.250, 0.108], [2.305, 1.970, -0.884], [1.904, 0.680, -1.185], [2.664, -0.437, -0.846], [2.210, -1.719, -1.114], [0.982, -1.889, -1.742], [0.233, -0.786, -2.111], [0.683, 0.490, -1.837], [0.088, 1.349, -2.114], [-0.720, -0.918, -2.604], [0.615, -2.885, -1.942], [3.043, -2.905, -0.733], [3.673, -3.202, -1.572], [2.412, -3.751, -0.469], [3.688, -2.670, 0.110], [3.617, -0.316, -0.354], [1.562, 2.648, -0.948], [3.271, 3.313, 0.356], [4.310, 2.031, -0.287], [-1.438, 1.486, 0.358], [-1.825, 2.707, -0.164], [-3.053, 2.790, -0.803], [-3.869, 1.674, -0.918], [-3.495, 0.442, -0.395], [-2.276, 0.359, 0.248], [-4.141, -0.415, -0.496], [-4.819, 1.761, -1.425], [-3.378, 3.731, -1.218], [-1.182, 3.568, -0.069], [0.305, -1.140, 1.958], [1.753, 0.309, 2.331], [-2.656, -2.335, -0.025], [-1.388, -2.733, 1.160]],
  "e_tot_ev": -30083.5379,
  "smiles": "CCN1C(=O)/C(=N\\NC(=O)CNc2cccc(C)c2)c2ccccc21",
  "relative_energy_ev": 0.553,
  "e_homo_ev": -7.84
}



# 8
{
  "formula": "C19H20N4O4S3",
  "method": "ωB97M-V/def2-TZVPD",
  "species": ["N", "S", "O", "O", "C", "C", "C", "C", "C", "C", "H", "H", "C", "C", "N", "C", "O", "C", "H", "H", "S", "C", "N", "C", "C", "C", "O", "N", "C", "C", "C", "H", "H", "H", "H", "H", "S", "C", "C", "H", "H", "H", "H", "H", "H", "H", "H", "H", "H", "H"],
  "coordinates": [[0.316, 4.168, -0.404], [0.981, 2.643, -0.158], [0.930, 2.397, 1.254], [2.240, 2.564, -0.839], [-0.212, 1.604, -0.958], [0.171, 0.760, -1.978], [-0.777, -0.069, -2.555], [-2.099, -0.039, -2.123], [-2.461, 0.830, -1.096], [-1.515, 1.648, -0.506], [-1.768, 2.323, 0.297], [-3.486, 0.860, -0.757], [-3.102, -0.992, -2.707], [-3.540, -2.028, -1.649], [-2.443, -2.406, -0.784], [-1.334, -3.003, -1.262], [-1.237, -3.447, -2.385], [-0.183, -3.141, -0.275], [0.737, -2.789, -0.747], [-0.073, -4.193, -0.007], [-0.337, -2.193, 1.272], [1.033, -1.089, 1.135], [1.708, -1.101, 0.040], [2.812, -0.305, -0.005], [3.215, 0.435, 1.099], [2.487, 0.435, 2.334], [2.791, 0.968, 3.374], [1.307, -0.353, 2.239], [0.408, -0.364, 3.356], [-0.995, 0.137, 3.157], [-0.016, 0.943, 3.947], [-0.115, 0.998, 5.020], [0.380, 1.831, 3.483], [-1.792, -0.387, 3.663], [-1.254, 0.502, 2.174], [0.565, -1.209, 4.019], [4.650, 1.323, 0.775], [4.705, 0.692, -0.822], [3.684, -0.156, -1.108], [3.545, -0.655, -2.049], [5.503, 0.992, -1.472], [-2.385, -1.972, 0.125], [-4.334, -1.631, -1.017], [-3.905, -2.923, -2.159], [-2.647, -1.520, -3.544], [-3.983, -0.457, -3.065], [-0.489, -0.753, -3.338], [1.201, 0.759, -2.296], [0.795, 4.657, -1.143], [0.318, 4.708, 0.446]],
  "e_tot_ev": -66684.2930,
  "smiles": "NS(=O)(=O)c1ccc(CCNC(=O)CSc2nc3ccsc3c(=O)n2C2CC2)cc1",
  "e_homo_ev": -8.10
}



In order of appearance, Kohn-Sham gap = 8.57 8.57 8.37 8.75 8.48 8.11 7.33 8.44 eV.